This record from the OMol25 dataset describes a structure of composition C21H46AlNO3. The level of theory is ωB97M-V/def2-TZVPD.

Calculated total energy ... -36746.3691 eV
Strongest force on any atom ... 0.0795 hartree/bohr
HOMO ... -6.4 eV
Molecular weight ... 387.6 g/mol
Orbital gap ... 0.079 Ha

ORCA input file:
```
! RIJCOSX wB97M-V def2-TZVPD def2/J DEFGRID3
* xyz 0 1
C 5.938 -3.185 0.087
C 5.372 -3.454 -1.312
C 4.192 -2.511 -1.566
O 4.157 -2.026 -2.874
Al 2.523 -2.010 -3.653
C 1.802 -0.094 -3.810
C 1.606 0.548 -2.440
C 0.156 0.670 -2.036
C -0.376 -0.572 -1.317
C -1.887 -0.419 -1.156
C -2.555 -1.584 -0.422
C -3.961 -1.853 -0.976
C -4.261 -3.343 -1.129
O -3.553 -3.833 -2.245
C -4.324 -4.455 -3.254
H 5.192 -3.368 0.852
H 6.242 -2.145 0.149
H 6.781 -3.827 0.322
H 6.170 -3.298 -2.027
H 5.068 -4.494 -1.321
H 4.314 -1.667 -0.874
H 3.283 -3.051 -1.283
H 1.477 -3.007 -2.939
H 2.708 -2.533 -5.181
H 0.879 -0.147 -4.379
H 2.526 0.465 -4.386
H 2.000 1.562 -2.532
H 2.210 0.071 -1.669
H -0.508 0.847 -2.874
H 0.054 1.518 -1.347
H 0.101 -0.631 -0.342
H -0.129 -1.462 -1.883
H -2.003 0.518 -0.616
H -2.280 -0.287 -2.153
H -1.948 -2.479 -0.411
H -2.710 -1.255 0.601
H -4.083 -1.443 -1.969
H -4.744 -1.404 -0.369
H -5.343 -3.442 -1.219
H -3.963 -3.871 -0.225
H -3.928 -5.453 -3.418
H -4.233 -3.912 -4.191
H -5.372 -4.572 -2.997
C -1.919 4.237 2.118
C -1.765 2.787 2.651
C -1.437 2.793 4.150
C -0.007 3.229 4.472
C 1.011 2.411 3.677
C 0.747 2.421 2.169
N -0.689 2.055 1.896
O -0.839 0.878 1.984
C 1.091 3.808 1.588
C 1.698 1.455 1.461
C -3.128 2.129 2.442
H -1.472 4.978 2.779
H -1.483 4.356 1.127
H -2.968 4.505 2.010
H -1.591 1.788 4.557
H -2.148 3.444 4.659
H 0.122 4.296 4.272
H 0.178 3.098 5.539
H 2.016 2.789 3.860
H 0.998 1.379 4.044
H 0.807 3.873 0.537
H 2.164 3.974 1.650
H 0.623 4.632 2.121
H 1.637 0.442 1.856
H 2.723 1.791 1.594
H 1.493 1.416 0.389
H -3.382 2.079 1.381
H -3.890 2.719 2.946
H -3.177 1.123 2.855
*
```